Entry 1:
The following is a quantum chemistry calculation of C27H20Br2N6O2SZn as an isolated structure, from OMol25.

energy relative to the best compared isomer or geometry (same formula, charge and spin)	0.0	kcal per mole
spin multiplicity	1
HOMO energy (spin up / spin down)	-0.497 / 0.242	eV
total charge	-2

Each line ends with the Löwdin charge.
Element x y z (Å)
C  -0.710  -1.120  -4.593  -0.07
C  1.117  2.117  4.915  -0.06
Br  -5.154  -4.596  -0.329  0.12
C  -1.244  1.685  4.732  -0.06
C  1.503  0.600  1.538  -0.53
C  -1.668  2.604  -1.261  -0.10
H  -1.329  3.094  -0.354  0.10
H  -2.137  1.667  4.121  0.11
C  -0.132  1.387  6.846  -0.34
S  -0.008  2.525  2.436  0.55
C  -3.564  -2.156  -1.304  -0.13
H  -0.301  -3.854  -6.572  0.08
C  -2.393  -1.433  -1.135  -0.26
H  2.680  -1.626  -0.646  0.08
C  -1.480  -3.087  -3.471  -0.05
C  2.684  -0.963  0.207  -0.19
H  -0.492  -0.059  -4.604  0.10
Zn  -0.328  0.000  -0.125  0.77
H  0.084  -1.394  -6.554  0.09
C  -4.318  -2.564  -0.199  -0.49
C  -3.837  -2.219  1.081  -0.17
C  3.771  -0.780  1.034  -0.17
C  -2.347  3.285  -2.250  -0.12
H  -4.375  -2.511  1.975  0.08
C  -1.287  1.337  6.074  -0.05
C  -1.598  -0.882  -2.276  -0.17
C  -1.123  -3.843  -4.575  -0.12
C  -2.719  2.538  -3.364  -0.67
N  -0.162  1.003  8.205  0.06
H  4.694  -1.317  0.851  0.07
H  -2.821  0.619  -4.303  0.11
H  -2.560  4.339  -2.173  0.09
H  1.975  1.791  6.853  0.10
O  -1.364  2.940  2.126  -0.36
H  2.042  2.395  4.432  0.10
N  0.255  1.195  1.618  -0.16
C  -1.793  0.555  -2.399  -0.23
N  1.513  -0.255  0.461  -0.06
C  -1.300  -1.688  -3.436  -0.20
N  2.489  0.804  2.367  0.08
C  -0.047  2.082  4.157  -0.28
C  3.659  0.099  2.103  -0.20
C  -0.573  -3.258  -5.710  -0.15
N  -1.959  -1.106  0.112  -0.01
C  1.069  1.773  6.255  -0.04
H  0.553  1.457  8.754  0.07
C  -0.367  -1.881  -5.695  -0.13
H  4.483  0.273  2.785  0.06
C  -2.692  -1.477  1.181  -0.14
H  -3.904  -2.379  -2.309  0.10
H  -2.312  -1.138  2.140  0.10
Br  -3.649  3.422  -4.778  0.68
H  -1.902  -3.587  -2.609  0.10
H  -1.284  -4.916  -4.547  0.09
C  -2.472  1.197  -3.460  -0.07
H  -1.067  1.134  8.630  0.07
H  -2.222  1.024  6.526  0.10
N  -1.355  1.314  -1.360  0.05
O  1.032  3.514  2.304  -0.33

Atomic forces in eV per Å
-0.04 -0.05 0.05
-0.10 -0.02 -0.02
-0.22 -0.54 -0.02
0.05 0.02 0.05
0.55 -0.20 -0.05
0.12 0.18 0.12
-0.05 0.03 -0.03
-0.01 -0.01 0.00
0.07 -0.01 0.08
-0.18 -0.28 -0.13
0.00 0.00 0.00
0.00 0.00 0.00
0.15 -0.06 0.09
0.00 -0.01 0.00
0.01 -0.10 -0.03
-0.03 0.00 0.03
0.02 0.00 -0.02
-0.15 0.31 0.37
0.00 0.01 0.00
0.22 0.51 0.12
-0.05 0.00 -0.12
-0.20 0.10 0.02
0.02 -0.01 0.03
0.01 0.00 0.02
-0.05 -0.01 -0.03
-0.31 0.20 -0.04
-0.02 0.04 0.04
0.02 0.00 -0.04
-0.01 0.00 -0.04
0.01 -0.01 0.00
0.00 -0.02 0.02
0.02 0.00 0.04
-0.01 0.00 0.00
0.03 0.04 -0.05
-0.01 0.00 0.00
-0.08 0.14 -0.02
0.21 -0.07 0.05
-0.02 0.09 -0.03
-0.02 0.11 -0.17
-0.20 0.08 0.03
0.10 -0.04 0.00
0.20 -0.06 0.04
0.01 0.06 0.00
-0.20 -0.28 -0.15
0.01 0.00 0.01
0.00 0.00 0.01
-0.01 -0.06 0.01
-0.01 0.00 -0.01
0.09 0.05 0.01
0.01 0.01 0.00
0.01 -0.01 0.01
-0.02 -0.02 0.00
0.01 0.00 -0.01
-0.01 0.00 0.01
0.06 -0.04 -0.08
0.00 0.00 0.01
0.00 0.00 0.00
-0.12 -0.23 -0.15
0.08 0.17 -0.02



Entry 2:
The following is a quantum chemistry calculation of C27H20Cl68NO4S as an isolated structure in a non-equilibrium geometry, from OMol25.

spin multiplicity	1
HOMO energy	-11.915	eV
total charge	+1

Each line ends with the Löwdin charge.
Element x y z (Å)
Cl  -8.335  10.800  4.996  0.48
Cl  -7.144  12.046  0.444  0.52
Cl  -2.250  -3.097  -2.508  0.57
Cl  3.574  -10.211  -0.646  0.49
C  2.155  8.307  -0.467  -1.98
H  2.015  -3.919  2.456  0.13
Cl  -5.878  -1.523  6.618  0.50
H  -0.015  -5.161  1.023  0.10
Cl  -2.858  3.321  5.521  0.53
C  -7.221  10.353  0.993  -2.00
H  -0.476  -2.777  1.525  0.12
C  2.073  -4.597  0.279  -0.17
Cl  -7.221  13.386  5.731  0.51
C  -7.819  11.828  6.356  -2.01
C  5.265  -7.808  5.171  -1.90
Cl  -6.322  10.183  2.522  0.47
Cl  -6.668  0.677  -10.486  0.51
Cl  -0.269  -1.827  -4.219  0.53
H  1.435  -2.041  -1.106  0.09
Cl  2.466  9.193  1.048  0.52
Cl  5.958  -9.449  5.228  0.54
Cl  6.890  4.566  6.741  0.51
O  1.193  0.193  1.476  -0.13
C  1.018  9.225  -6.076  -2.00
Cl  -4.059  -1.313  8.880  0.51
H  1.455  -6.260  2.441  0.10
H  -1.211  -2.954  -0.201  0.06
Cl  -7.968  3.949  2.206  0.51
Cl  2.621  9.180  -6.853  0.51
Cl  -9.202  12.115  7.442  0.51
H  -0.741  -0.309  3.863  0.05
Cl  6.443  -10.524  -1.012  0.53
Cl  0.162  10.709  -6.565  0.51
C  -0.172  -2.976  0.388  -0.21
Cl  -6.517  11.011  7.257  0.51
C  -0.867  -3.384  -3.593  -1.93
C  -7.372  5.493  1.545  -2.00
Cl  -0.091  -5.309  3.971  0.56
H  0.029  -0.841  -0.578  0.14
H  0.401  -1.644  6.048  0.07
C  4.501  4.331  2.452  -1.98
Cl  4.430  6.117  6.836  0.48
Cl  1.294  9.369  -1.609  0.47
Cl  3.704  7.795  -1.183  0.50
Cl  -1.435  -1.953  -11.900  0.47
C  4.935  -11.359  -0.563  -2.00
Cl  -0.015  -5.334  -9.015  0.52
Cl  4.061  5.012  4.038  0.48
C  1.492  0.274  2.945  -0.26
Cl  3.347  3.044  2.018  0.58
Cl  5.412  4.799  9.236  0.51
N  2.493  -6.034  2.481  -0.04
C  -0.323  -5.995  5.598  -1.97
Cl  6.081  -6.776  6.373  0.55
Cl  -4.764  1.062  7.354  0.47
Cl  -8.489  6.069  0.283  0.51
C  -2.435  -1.491  -13.301  -2.00
Cl  1.306  0.561  -9.551  0.49
Cl  -1.383  -4.412  -4.954  0.52
H  2.374  -5.585  -0.320  0.11
Cl  -8.921  9.887  1.248  0.50
Cl  0.699  -3.366  -6.995  0.46
Cl  0.370  -7.635  5.656  0.51
Cl  1.086  -2.763  -9.814  0.48
Cl  1.215  9.209  -4.305  0.45
H  2.552  -7.629  0.917  0.15
H  3.749  -4.265  1.803  0.15
Cl  0.006  1.340  -12.034  0.49
Cl  -5.753  5.252  0.840  0.48
C  -5.515  1.964  -10.052  -2.01
C  0.718  -1.746  -0.230  -0.16
Cl  -2.064  -6.073  5.967  0.56
Cl  -3.780  -2.647  -13.477  0.52
C  1.567  1.224  -11.184  -2.00
Cl  -5.954  2.646  -8.465  0.51
Cl  1.157  6.872  -0.122  0.51
H  2.184  -1.501  5.085  0.09
Cl  2.784  -4.727  -8.501  0.52
Cl  -3.089  0.147  -13.049  0.48
H  2.752  -6.018  3.504  0.14
Cl  0.436  -4.202  -2.693  0.62
C  2.659  -4.690  1.810  -0.16
O  5.723  -8.211  1.256  -0.48
Cl  -3.870  1.285  -9.972  0.48
Cl  -1.436  -1.512  -14.776  0.52
Cl  -4.030  3.498  2.863  0.50
C  5.889  5.646  7.743  -2.00
H  0.090  -4.896  -0.871  -0.01
Cl  -4.167  1.001  4.350  0.48
Cl  5.077  -11.992  1.096  0.52
Cl  0.493  -4.963  6.800  0.54
Cl  4.448  5.616  1.219  0.49
O  2.617  0.869  3.430  -0.10
Cl  -7.277  6.701  2.851  0.51
Cl  2.297  2.844  -11.058  0.52
C  -5.361  -0.496  7.979  -2.00
H  2.793  -1.170  0.712  0.14
Cl  2.659  0.149  -12.093  0.52
C  1.659  -1.146  0.999  -0.18
H  4.951  -6.407  -0.106  0.13
S  4.961  -6.832  1.262  0.76
Cl  4.644  -12.707  -1.691  0.53
H  3.275  -8.059  2.615  0.13
Cl  -6.745  -0.209  9.065  0.53
C  -3.169  2.436  4.006  -1.97
C  3.206  -7.185  1.808  -0.25
Cl  6.824  7.104  8.161  0.52
H  2.674  -3.728  -0.257  0.13
Cl  5.497  -7.122  3.543  0.72
Cl  -6.495  9.295  -0.244  0.50
O  5.764  -5.888  2.190  -0.62
C  0.445  -4.475  0.161  -0.26
Cl  -1.620  1.924  3.289  0.56
C  1.024  -1.227  5.139  0.02
H  1.508  -1.873  1.904  0.09
C  1.139  -4.048  -8.581  -1.99
Cl  3.523  -7.886  5.540  0.49
Cl  0.073  7.801  -6.581  0.51
Cl  -5.567  3.249  -11.285  0.51
C  0.414  -0.420  4.019  -0.08
Cl  6.146  3.651  2.532  0.51

Atomic forces in eV per Å
0.01 0.30 0.51
-0.02 -0.45 0.15
0.26 -0.08 -0.39
0.00 -0.09 -0.05
0.00 -0.02 0.16
1.45 -1.76 -1.24
0.12 0.20 0.23
0.86 1.24 -1.75
-0.04 -0.23 -0.37
0.06 0.04 -0.01
0.98 -0.35 -2.43
0.40 -0.93 -0.53
-0.14 -0.41 0.14
-0.08 0.03 0.01
0.40 -1.20 0.55
-0.07 0.04 -0.58
0.30 0.31 0.10
-0.14 -0.40 0.29
-1.62 0.43 1.61
-0.07 -0.24 -0.40
-0.18 0.18 0.16
-0.27 0.26 0.22
1.37 -1.37 2.88
-0.01 0.08 -0.09
-0.28 0.16 -0.21
1.33 0.29 0.29
2.33 -0.23 1.44
0.17 0.34 -0.16
-0.38 0.00 0.18
0.35 -0.07 -0.26
2.67 -0.15 0.41
-0.46 -0.24 0.10
0.20 -0.36 0.11
-1.29 0.25 -0.89
-0.29 0.18 -0.22
-0.30 0.09 -0.56
-0.17 0.09 0.07
-0.29 0.21 0.06
1.42 -2.13 0.66
1.18 0.90 -2.27
-0.26 0.05 -0.18
0.32 0.07 0.58
0.23 -0.17 1.24
-0.38 0.18 0.08
-0.28 0.04 -0.30
0.48 -0.29 0.03
0.25 0.31 0.14
0.21 -0.34 -0.68
4.59 1.95 2.62
0.58 0.75 -0.02
0.11 0.21 -0.37
-0.29 -0.44 -0.58
-0.31 -0.22 0.87
-0.31 -0.25 -0.43
-0.27 -0.49 0.71
0.32 -0.17 0.33
0.00 0.01 -0.11
0.04 0.26 -0.35
-0.11 0.18 0.83
-0.47 2.01 1.25
0.39 0.10 -0.03
0.39 -0.02 -0.70
-0.33 0.40 -0.12
0.07 -0.47 0.40
-0.04 -0.13 -1.33
1.71 1.30 1.62
-1.90 -1.43 0.41
0.43 0.00 0.24
-0.38 0.15 0.01
-0.02 0.00 0.00
0.30 1.15 1.27
0.67 0.07 -0.25
0.33 0.30 0.06
-0.02 0.14 -0.11
0.10 -0.16 -0.38
0.23 0.35 -0.10
-2.76 1.05 0.29
-0.40 0.17 -0.01
0.14 -0.45 -0.18
-0.07 0.08 -0.99
-0.04 0.49 -1.75
-0.76 3.46 -0.75
-3.68 4.66 -1.63
-0.40 0.22 0.10
-0.23 0.01 0.39
0.28 -0.38 0.42
0.08 0.01 0.02
0.72 0.62 3.07
0.39 0.33 -0.63
-0.08 0.23 -0.43
-0.18 -0.30 -0.48
0.08 -0.27 0.31
-7.91 -4.58 -3.54
0.00 -0.34 -0.37
-0.17 -0.42 -0.02
-0.06 0.23 0.16
-2.05 0.56 0.56
-0.28 0.22 0.24
-0.24 -1.32 0.15
-0.46 -0.10 1.52
5.71 -4.00 -0.48
0.02 0.47 0.35
0.13 1.91 -1.95
0.38 -0.12 -0.31
-0.22 0.14 -0.08
-1.33 -2.34 0.28
-0.26 -0.39 -0.12
-1.45 -1.69 1.20
0.26 -2.09 8.80
-0.17 0.22 0.29
-2.45 2.17 -7.91
-0.10 -0.30 1.40
-0.43 0.40 0.04
-1.15 1.97 -3.42
0.43 1.23 -1.57
0.07 0.01 -0.20
-0.04 0.14 -0.10
0.21 0.31 0.11
0.03 -0.33 0.30
2.68 -2.37 2.29
-0.35 0.15 0.01



Entry 3:
The following is a quantum chemistry calculation of C27H20CoN7O4Se as an isolated structure in a non-equilibrium geometry, from OMol25.

energy relative to the best compared isomer or geometry (same formula, charge and spin)	19.0	kcal per mole
spin multiplicity	1
HOMO energy	-7.630	eV
total charge	0

Each line ends with the Löwdin charge.
Element x y z (Å)
H  6.088  1.756  0.714  0.11
H  -1.120  -3.697  3.270  0.12
C  -5.027  -2.265  -2.502  -0.07
H  4.576  -1.496  -2.503  0.13
H  5.983  0.077  -1.078  0.12
C  0.729  2.980  -0.986  -0.11
C  1.346  -1.170  -1.524  -0.05
C  -4.845  -3.279  -1.562  -0.07
O  -1.044  1.354  1.688  -0.52
C  0.578  4.110  -1.742  -0.05
H  -3.703  -3.959  0.152  0.12
N  -2.163  1.052  -1.929  0.19
Se  -2.641  1.688  2.311  0.80
N  -1.438  -0.453  -0.208  0.07
N  -0.152  1.955  -0.950  0.11
H  1.624  2.878  -0.400  0.09
H  2.516  -1.711  4.400  0.11
C  2.682  0.227  -0.276  -0.14
H  0.347  -1.539  -1.729  0.13
C  0.699  -2.829  4.013  -0.04
C  -3.060  -2.060  -0.610  -0.10
C  5.083  0.392  -0.564  -0.01
C  -2.217  -0.026  -1.250  -0.27
N  1.450  -0.278  -0.582  0.06
C  -0.565  4.224  -2.528  -0.05
N  0.396  -1.079  1.857  0.11
H  -2.353  3.198  -3.131  0.12
N  -1.552  -2.360  1.240  0.19
C  -1.925  -1.646  0.252  -0.26
C  -1.454  3.186  -2.534  0.01
H  1.261  2.528  1.290  0.11
H  -0.738  5.105  -3.132  0.11
Co  -0.010  0.497  0.540  0.55
C  5.139  1.323  0.431  -0.05
C  3.700  -1.154  -1.964  0.01
C  1.647  -1.839  3.771  -0.05
C  2.756  1.198  0.758  -0.24
H  -5.814  -2.362  -3.239  0.10
C  -3.239  -1.062  -1.535  -0.10
C  -4.221  -1.131  -2.499  0.00
C  -0.493  -2.070  2.062  -0.27
H  4.009  2.472  1.891  0.13
H  1.473  1.353  2.374  0.11
C  1.447  -1.006  2.703  -0.11
H  -4.355  -0.329  -3.213  0.12
O  -2.655  3.310  2.287  -0.50
C  -0.356  -2.943  3.153  0.01
N  1.494  1.543  1.378  0.05
O  -2.575  1.024  3.789  -0.50
C  3.959  1.732  1.101  0.01
C  2.465  -1.643  -2.253  -0.01
O  -3.642  0.959  1.255  -0.48
H  2.191  -0.258  2.497  0.09
C  -3.851  -3.188  -0.592  0.00
H  1.331  4.884  -1.711  0.11
C  -1.232  2.041  -1.751  -0.27
H  2.316  -2.385  -3.024  0.12
C  3.844  -0.181  -0.942  -0.13
H  0.804  -3.503  4.853  0.11
H  -5.493  -4.146  -1.585  0.10

Atomic forces in eV per Å
-0.03 0.01 0.02
0.00 0.02 -0.01
0.03 0.04 0.02
-0.01 0.01 0.01
-0.01 0.01 0.01
-0.08 -0.07 -0.11
0.06 -0.28 -0.32
0.04 0.02 0.04
0.39 0.82 0.84
0.09 -0.05 0.06
-0.01 0.01 -0.01
0.16 0.46 -0.36
-0.03 -0.20 -0.21
0.33 -0.26 -0.29
-0.35 -0.11 0.54
0.07 0.07 -0.14
0.00 0.01 -0.02
-0.07 0.15 0.18
0.01 0.01 0.00
-0.08 -0.14 0.07
0.22 -0.07 0.27
-0.05 -0.08 -0.07
-0.28 -0.31 0.35
0.13 0.15 0.13
-0.11 0.07 -0.11
-0.44 0.48 -0.02
0.01 -0.01 0.01
0.28 -0.34 0.42
-0.35 0.32 -0.29
-0.01 0.14 -0.10
-0.16 0.00 0.09
-0.02 0.00 0.02
0.59 -0.62 -0.79
-0.10 0.07 0.09
0.13 0.10 0.09
0.06 0.07 -0.06
-0.15 -0.11 -0.08
0.01 0.00 0.01
0.15 0.31 -0.08
-0.09 0.00 -0.09
-0.16 0.11 -0.16
0.04 -0.01 -0.02
-0.17 0.05 0.03
-0.07 -0.11 -0.07
-0.01 -0.01 0.01
-0.10 -0.40 -0.01
0.04 -0.11 0.14
0.12 -0.05 -0.07
-0.13 0.11 -0.35
0.24 0.07 0.03
-0.27 -0.01 0.04
0.11 0.11 0.20
0.11 -0.12 0.04
-0.07 -0.10 0.00
0.01 -0.02 0.01
-0.11 -0.20 0.12
-0.02 0.00 0.01
0.13 -0.04 -0.08
-0.03 0.02 0.01
0.01 0.01 0.00



Number 1: E -240698.1330 eV. Number 2: E -900337.2515 eV. Number 3: E -149916.1385 eV.